# 1
{
  "formula": "C75H160N7O19V",
  "method": "wB97M-V/def2-TZVPD",
  "lumo_energy_ha": [-0.0106, 0.0033],
  "orbital_gap_ev": [6.942, 7.320],
  "multiplicity": 3,
  "elements": ["H", "H", "H", "H", "H", "H", "C", "H", "H", "H", "H", "H", "H", "H", "H", "C", "H", "H", "H", "H", "C", "H", "H", "O", "H", "H", "H", "H", "C", "H", "C", "H", "C", "C", "C", "C", "H", "H", "H", "H", "H", "H", "H", "C", "H", "H", "H", "C", "C", "C", "H", "H", "H", "H", "H", "C", "H", "H", "O", "H", "O", "C", "C", "H", "H", "N", "H", "H", "H", "H", "C", "H", "O", "C", "O", "H", "H", "H", "H", "H", "H", "H", "C", "C", "H", "C", "H", "H", "H", "H", "H", "C", "O", "H", "C", "N", "H", "H", "C", "C", "H", "O", "H", "H", "H", "H", "O", "H", "C", "H", "C", "C", "H", "H", "C", "H", "H", "H", "C", "H", "C", "H", "H", "C", "C", "C", "H", "O", "H", "H", "H", "C", "H", "O", "C", "H", "C", "H", "H", "C", "H", "H", "C", "C", "H", "C", "H", "H", "H", "O", "N", "H", "H", "O", "O", "H", "H", "C", "H", "H", "O", "H", "N", "H", "H", "H", "C", "H", "H", "C", "H", "H", "H", "C", "C", "H", "C", "C", "H", "C", "H", "O", "H", "O", "C", "C", "H", "H", "V", "H", "C", "C", "H", "C", "C", "C", "H", "H", "H", "C", "H", "C", "H", "H", "H", "H", "H", "H", "H", "N", "H", "C", "C", "H", "H", "C", "C", "H", "H", "C", "H", "H", "H", "C", "H", "C", "H", "C", "H", "H", "H", "C", "C", "H", "C", "N", "H", "O", "O", "H", "C", "H", "H", "H", "H", "H", "H", "O", "H", "H", "N", "C", "H", "H", "C", "H", "C", "H", "C", "H", "C", "H"],
  "positions_angstrom": [[2.97, 2.10, 1.37], [-2.77, -1.68, 4.00], [4.93, -2.15, -3.51], [-1.19, -0.64, -2.93], [6.09, 0.11, -5.74], [-3.62, 2.52, -0.48], [-4.56, 9.15, -0.14], [2.08, 2.52, -4.36], [1.35, -5.38, 3.18], [6.45, -1.31, 2.43], [-7.14, 3.52, -0.74], [-4.81, -2.44, -6.43], [5.66, -1.70, -0.10], [-4.32, -7.79, 2.87], [-5.63, -5.84, 2.32], [-6.00, 6.49, -0.55], [-5.65, -3.37, 5.33], [-4.51, 10.07, -2.10], [-2.05, -5.61, 2.11], [-2.70, -1.35, -2.95], [-4.95, -3.19, 4.52], [-0.92, -5.91, 0.02], [-0.33, -0.14, -6.16], [3.93, 4.24, -0.51], [0.65, 0.91, 1.94], [7.10, 0.15, -2.94], [-4.08, 5.87, -0.98], [-0.10, 5.96, -4.56], [2.49, -5.25, 0.40], [6.97, -7.58, 0.96], [-4.18, 0.20, 1.80], [-3.42, 7.90, -1.55], [2.28, -1.76, -4.28], [-4.07, 10.24, -1.12], [-5.47, 0.48, -0.35], [6.25, 3.76, 5.55], [-5.22, -3.59, 2.28], [-6.84, 2.22, -1.85], [7.72, -5.07, -1.40], [-5.88, -0.85, -4.86], [4.64, 5.36, 1.21], [-7.74, 7.96, 2.00], [-0.44, 6.21, 3.55], [-4.64, 2.77, -0.77], [9.00, -4.59, 0.75], [-4.68, 3.86, -0.74], [4.50, -0.27, -6.04], [6.86, -4.79, -0.79], [-6.79, 7.62, 0.07], [1.98, 0.66, -3.18], [4.56, 2.39, -3.49], [-3.47, -6.29, 1.34], [-3.45, 3.62, 2.13], [-1.92, -3.02, 6.14], [6.79, 1.47, -3.90], [4.44, -2.93, 2.38], [0.93, 0.52, -3.44], [-3.38, -3.73, 6.93], [1.73, 4.39, -2.39], [-8.04, 7.60, -1.79], [7.33, 4.69, 5.65], [1.66, -8.86, 1.43], [0.58, 2.24, 0.31], [-4.45, 8.67, 1.93], [-7.26, 6.25, 1.76], [6.08, -4.69, 1.64], [6.08, 1.41, -2.40], [-5.24, 3.92, 1.64], [5.95, 3.61, 6.58], [-6.55, 1.31, 3.37], [-2.52, -3.19, -5.14], [5.35, -7.07, 0.63], [-6.06, 3.42, 1.67], [-2.05, 1.69, -4.57], [2.83, 6.66, -0.59], [6.76, 2.81, 5.41], [-0.23, -4.58, 0.87], [5.71, 4.95, -0.13], [8.57, -5.51, 2.14], [9.03, -6.33, 0.73], [-4.72, 10.36, 1.73], [4.68, -3.19, -0.35], [-0.05, -5.26, 0.04], [1.63, -7.70, 2.49], [-6.37, 5.52, -0.21], [0.12, 1.04, 0.99], [-1.51, -3.61, -5.14], [2.61, -2.34, -1.56], [0.25, -7.57, -0.86], [4.61, -2.27, 3.22], [4.53, 3.69, -1.02], [-6.97, 2.45, -0.79], [0.48, -5.65, 2.87], [-4.42, 2.41, -1.78], [-4.55, 6.51, -0.23], [-5.63, 2.20, 1.32], [-8.53, 6.49, -0.43], [-2.52, 1.98, -5.51], [4.08, 1.63, -4.11], [-3.84, 7.86, -0.55], [-1.40, -5.05, 3.93], [1.70, 2.66, 0.12], [3.08, -8.30, -0.19], [-2.99, 10.31, -1.26], [7.62, 4.82, 4.74], [-5.20, 0.62, 4.27], [-0.71, -0.73, -5.50], [4.67, 6.43, -1.64], [-2.70, -2.71, 3.65], [-4.79, -0.61, 2.21], [6.84, -3.26, -0.80], [2.04, -8.59, 0.00], [-4.46, 11.25, -0.96], [3.40, -5.79, 0.15], [2.52, 1.53, -4.27], [3.53, -2.68, 1.84], [-2.83, -3.10, -4.10], [-2.89, -7.80, 3.75], [-5.64, 2.00, -0.13], [5.39, -5.49, 3.01], [6.93, -5.39, 0.62], [0.56, 4.29, -4.76], [-4.34, 6.31, 0.82], [5.22, 4.07, 4.48], [5.59, -2.77, 0.07], [8.45, -5.47, 1.06], [-4.55, 0.65, -3.62], [5.93, 3.99, 3.30], [-5.46, 0.45, -1.44], [4.86, 5.08, 4.66], [-3.40, 0.51, -0.21], [4.30, 6.59, -0.63], [2.94, -6.22, 3.36], [-0.14, 3.08, -0.24], [1.02, -8.20, 3.86], [7.27, -2.49, 3.12], [-4.14, 0.33, -4.57], [-0.97, 1.79, -4.59], [6.08, -5.09, -1.49], [2.62, -0.83, -3.08], [4.81, 7.41, -0.13], [-5.43, 2.38, 4.08], [-4.64, 1.63, 2.24], [-5.51, -3.94, 3.27], [-0.95, 0.93, 1.15], [-3.86, -7.30, 3.72], [1.28, -2.20, -4.29], [-5.92, -5.85, 4.07], [-4.37, -7.63, 4.62], [2.15, 5.15, 1.87], [-2.03, -0.62, -5.56], [-2.91, 7.85, 0.03], [-2.54, -1.46, -8.14], [4.89, -1.69, -2.67], [0.42, 5.95, -1.90], [0.22, -8.93, 3.71], [-1.17, -2.38, -7.49], [4.85, 0.32, -3.88], [-3.10, -2.55, 2.64], [2.53, -1.35, -5.26], [-6.76, 9.95, -0.01], [5.54, -1.40, -5.06], [0.80, -6.64, 1.88], [6.62, 2.40, 0.87], [-2.68, 2.48, 2.98], [1.82, -8.65, 4.44], [5.15, 1.34, 0.30], [-4.51, 1.00, -5.35], [1.05, 6.90, 3.84], [-2.68, -1.90, -6.03], [-2.70, -3.16, -7.85], [0.95, 5.10, 4.13], [2.71, 7.58, -0.80], [-4.17, 9.52, 1.31], [-6.98, 7.29, 1.58], [-4.43, -0.92, -6.98], [-5.49, 1.42, 3.58], [1.16, -6.13, 0.52], [2.95, -2.62, -4.17], [6.91, -2.25, 2.12], [3.67, -7.12, 1.96], [6.26, -5.13, 2.81], [-6.10, 7.50, 2.18], [6.02, 2.46, 0.12], [-2.99, -3.17, 6.08], [6.39, -6.82, 0.42], [-5.09, -2.12, 4.34], [-2.52, 0.34, -2.29], [1.53, 4.80, -0.32], [5.71, 0.43, 0.06], [3.01, -7.16, 2.82], [5.81, -3.20, 1.56], [0.21, -4.60, -0.78], [-3.80, -5.75, 3.40], [5.25, -0.37, -5.25], [-3.37, 2.53, 2.13], [3.57, -7.87, 3.42], [-3.96, -1.01, -0.11], [2.35, -4.48, -0.35], [0.62, 5.95, 3.53], [-2.55, 2.22, -3.77], [6.26, 0.76, -3.26], [2.41, -0.98, -0.88], [-1.62, -2.84, 3.63], [4.12, -3.85, 2.89], [1.72, -6.86, -1.41], [-6.05, 6.60, -1.63], [4.01, 0.37, 1.91], [4.24, 1.50, -0.27], [-6.08, 8.93, -0.28], [-7.49, 9.81, -0.61], [-2.25, -2.25, -7.45], [-8.11, 7.46, -0.71], [-7.78, 1.88, -0.34], [0.62, -9.16, 1.36], [-5.30, -5.44, 3.28], [-4.81, -1.01, -4.85], [7.74, -2.79, -0.40], [1.73, -9.41, -0.66], [1.01, 5.64, 2.11], [6.73, -2.83, -1.79], [-3.14, -0.13, 1.86], [6.69, -7.20, -0.56], [-4.21, -0.02, 0.28], [1.87, 1.07, -2.17], [-3.13, -5.50, 2.02], [5.36, 4.09, 2.53], [-3.40, -3.60, 4.70], [2.28, -9.71, 1.73], [-0.89, 4.47, -3.87], [4.43, 3.32, 4.52], [0.04, 4.98, -4.11], [1.24, -7.26, -0.52], [-2.69, 2.42, 1.28], [-4.19, -1.59, -6.15], [4.13, -0.58, -2.95], [2.27, 1.05, -5.21], [-1.81, -5.35, 4.74], [0.26, 5.76, 1.17], [-8.80, 8.29, -0.54], [-2.57, 0.20, -4.47], [-3.44, -4.61, 1.47], [5.25, 1.22, 2.53], [-4.59, -1.70, -4.04], [0.79, -7.33, 4.47], [2.67, -4.77, 1.36], [-3.23, -3.92, -5.52], [3.76, 2.43, 1.80], [7.82, -2.07, 1.54], [-6.57, -3.71, 3.19], [-3.19, -5.03, 4.55], [2.06, -1.43, -1.81], [4.32, 1.97, -5.12], [0.97, -1.44, -1.71], [-2.24, -0.37, -3.06], [-6.35, -0.15, -0.20], [4.57, 1.28, 1.68], [0.63, 0.19, 0.53], [4.71, 5.31, 0.12], [-3.09, 9.67, 1.37], [0.76, 5.13, -2.76], [-3.26, -2.13, 6.28]]
}

# 2
{
  "formula": "C5H17N2O4",
  "method": "wB97M-V/def2-TZVPD",
  "lumo_energy_ha": -0.1097,
  "relative_energy_kcal_mol": 109.0,
  "orbital_gap_ev": 9.097,
  "total_charge": 1,
  "elements": ["O", "H", "H", "N", "H", "H", "C", "H", "H", "H", "H", "N", "H", "O", "C", "H", "C", "H", "C", "O", "H", "O", "H", "C", "H", "H", "H", "H"],
  "positions_angstrom": [[2.80, -1.04, 0.20], [0.31, -1.34, -1.20], [2.67, -1.57, 0.96], [-1.93, -2.05, 0.51], [1.41, -1.04, 3.37], [-1.49, 0.59, -2.34], [0.87, 2.64, -2.11], [0.61, 3.62, -2.02], [-0.08, 0.14, -3.07], [0.30, -0.17, 2.90], [2.20, 0.63, -0.68], [1.25, 1.00, -0.35], [3.83, -1.19, -0.18], [1.73, 2.29, -2.80], [-0.59, -0.71, -1.13], [-2.44, -0.19, -0.22], [-1.61, -0.96, -0.31], [0.91, 0.14, 0.22], [-0.51, 0.42, -2.03], [1.19, -0.46, 2.59], [-3.22, 0.03, 3.08], [-2.48, -0.11, 2.54], [-0.64, 2.23, -0.66], [0.17, 1.59, -1.21], [1.43, 1.74, 0.38], [-2.67, -1.03, 2.38], [-2.78, -2.55, 0.22], [-1.23, -2.62, 0.94]]
}

# 3
{
  "formula": "C6H12N3",
  "method": "wB97M-V/def2-TZVPD",
  "lumo_energy_ha": -0.1617,
  "smiles": "CC(=[NH2+])[C@H]1C=CN[C@@H]1N",
  "relative_energy_kcal_mol": 70.6,
  "orbital_gap_ev": 7.486,
  "total_charge": 1,
  "elements": ["H", "C", "C", "H", "H", "H", "H", "H", "H", "C", "C", "H", "H", "H", "C", "H", "N", "N", "N", "C", "H"],
  "positions_angstrom": [[1.93, 0.07, -2.24], [1.95, -0.12, -1.21], [-1.70, -1.04, -1.04], [-0.91, 1.32, 0.41], [-1.86, 0.50, 2.46], [-0.05, -1.40, 1.44], [-2.30, -1.66, -1.65], [3.05, 0.00, -1.15], [1.55, -1.11, -0.81], [-0.25, 0.49, 0.08], [-0.85, -0.72, 1.11], [2.56, 2.34, -0.46], [-2.01, -2.38, 0.40], [-1.11, -0.66, 3.13], [1.23, 0.89, -0.38], [-0.51, 0.30, -2.22], [1.77, 2.00, 0.07], [-1.05, -0.03, 2.40], [-1.85, -1.36, 0.29], [-0.86, -0.01, -1.31], [1.27, 2.58, 0.67]]
}

# 4
{
  "formula": "CH4ClOP",
  "method": "wB97M-V/def2-TZVPD",
  "lumo_energy_ha": 0.0307,
  "smiles": "CP(O)Cl",
  "relative_energy_kcal_mol": 12.6,
  "orbital_gap_ev": 10.317,
  "elements": ["C", "H", "H", "H", "Cl", "P", "O", "H"],
  "positions_angstrom": [[-0.68, -0.72, 0.12], [-0.50, -1.77, 0.49], [-1.66, -0.35, 0.47], [-0.61, -0.49, -0.88], [2.19, -0.78, -0.10], [0.67, 0.33, 0.74], [0.44, 1.48, -0.53], [0.15, 2.31, -0.30]]
}

# 5
{
  "formula": "C2H4ClN",
  "method": "wB97M-V/def2-TZVPD",
  "lumo_energy_ha": [0.0107, -0.0114],
  "relative_energy_kcal_mol": 96.0,
  "orbital_gap_ev": [10.030, 7.826],
  "elements": ["H", "C", "C", "H", "Cl", "H", "H", "N"],
  "positions_angstrom": [[0.75, -1.26, 1.49], [-0.45, 1.50, -0.61], [0.26, -1.53, 0.57], [-0.79, -1.73, 0.49], [1.52, -1.59, -0.48], [0.62, 1.29, -0.56], [-0.58, 2.60, -0.66], [-1.33, 0.72, -0.25]]
}

# 6
{
  "formula": "C5H9NO",
  "method": "wB97M-V/def2-TZVPD",
  "lumo_energy_ha": 0.0344,
  "smiles": "CC1(C)COC=N1",
  "relative_energy_kcal_mol": 32.7,
  "orbital_gap_ev": 10.377,
  "elements": ["H", "C", "C", "H", "C", "H", "H", "H", "C", "C", "H", "N", "H", "O", "H", "H"],
  "positions_angstrom": [[0.48, 0.05, -2.32], [-0.09, 0.57, -1.54], [0.89, 1.28, 1.28], [0.56, -2.11, 0.70], [0.04, -0.14, -0.15], [-0.64, -2.20, -0.59], [-1.19, -0.68, 1.70], [1.51, 2.05, 1.70], [-1.00, 0.17, 1.02], [0.26, -1.66, -0.26], [-1.96, 0.59, 0.74], [1.25, 0.54, 0.32], [-1.12, 0.61, -1.84], [-0.34, 1.17, 1.81], [1.06, -1.84, -0.97], [0.31, 1.60, -1.60]]
}

# 7
{
  "formula": "C28H25IrN5O2PS",
  "method": "wB97M-V/def2-TZVPD",
  "lumo_energy_ha": -0.2735,
  "orbital_gap_ev": 5.422,
  "total_charge": 2,
  "elements": ["C", "P", "H", "H", "C", "C", "H", "H", "C", "C", "C", "C", "H", "H", "H", "H", "H", "C", "C", "H", "H", "H", "O", "C", "H", "C", "S", "H", "C", "O", "C", "H", "H", "H", "C", "C", "H", "N", "N", "C", "N", "C", "Ir", "H", "H", "C", "C", "C", "H", "H", "C", "C", "C", "N", "C", "H", "N", "C", "C", "H", "H", "C", "C"],
  "positions_angstrom": [[4.47, -1.06, 2.22], [-1.10, -1.82, -1.08], [0.67, -4.08, -1.36], [1.10, 4.11, -0.78], [0.15, -5.00, -3.23], [-2.91, 2.10, -2.49], [-1.72, -2.39, 3.70], [1.58, 3.25, 3.41], [-1.88, -0.31, -1.65], [-1.51, -2.19, 1.56], [-0.89, -3.00, -2.39], [-1.59, -3.91, -4.50], [-3.47, -0.31, -0.19], [-4.39, 1.84, -0.96], [2.71, 5.41, 3.72], [3.49, 7.47, 2.72], [3.43, -2.69, 1.22], [4.40, 0.32, 2.44], [-1.71, -2.94, -3.52], [3.32, 7.80, 1.05], [5.24, -1.66, 2.69], [0.87, -5.80, -3.13], [-0.56, 2.15, 0.08], [-2.12, -2.65, 2.72], [2.26, 6.25, -0.48], [-3.76, -3.78, 1.35], [0.46, 2.07, 1.07], [-2.22, -3.86, -5.38], [-3.14, -3.31, 0.20], [0.15, 1.45, 2.35], [-3.52, 1.42, -1.44], [-2.42, -2.13, -3.64], [5.11, 0.80, 3.10], [-3.32, 3.05, -2.82], [0.04, -4.03, -2.24], [2.37, 5.12, 2.74], [-3.73, -3.82, 3.49], [2.65, -0.82, 0.80], [1.59, 1.00, 0.34], [2.58, 5.98, 1.64], [-0.30, -1.34, 1.66], [-3.00, 0.21, -1.01], [0.76, -0.79, 0.00], [-3.52, -3.57, -0.78], [0.34, -1.78, 2.32], [3.51, -1.63, 1.41], [-1.79, 1.58, -3.12], [-0.66, -4.93, -4.36], [-0.40, -0.04, -3.21], [-0.54, -0.43, 2.10], [2.12, 5.59, 0.37], [1.48, 4.39, 0.20], [-1.26, 0.37, -2.70], [3.47, 1.11, 1.90], [1.74, 3.91, 2.57], [-0.57, -5.69, -5.13], [3.20, 7.17, 1.81], [-2.01, -2.50, 0.31], [-3.25, -3.44, 2.60], [-4.63, -4.40, 1.27], [-1.33, 2.11, -3.94], [1.28, 3.55, 1.30], [2.67, 0.51, 1.07]]
}

# 8
{
  "formula": "C4H3I",
  "method": "wB97M-V/def2-TZVPD",
  "lumo_energy_ha": 0.0198,
  "smiles": "C=CC#CI",
  "relative_energy_kcal_mol": 37.9,
  "orbital_gap_ev": 9.656,
  "elements": ["H", "C", "H", "C", "I", "C", "H", "C"],
  "positions_angstrom": [[1.03, 1.74, -1.76], [-0.28, -0.69, 0.79], [-0.22, 2.12, -0.76], [-0.96, -1.48, 1.41], [-2.17, -2.71, 2.33], [0.40, 1.31, -1.02], [1.54, -0.42, -0.54], [0.66, 0.13, -0.46]]
}

Number 1: total energy -155374.9114 eV. Number 2: total energy -16622.1589 eV. Number 3: total energy -10878.2557 eV. Number 4: total energy -24961.3454 eV. Number 5: total energy -16146.9125 eV. Number 6: total energy -8867.7937 eV. Number 7: total energy -63935.2577 eV. Number 8: total energy -12292.8563 eV.